# 1
C31H36BrClLaN11O3PS2 | ωB97M-V with the def2-TZVPD basis set

```
87
Properties=species:S:1:pos:R:3:forces:R:3
La -0.447463 -0.102229 0.088856 0.084 0.135 -0.389
C -3.819252 -1.486142 3.845602 -0.974 2.020 -0.672
N -4.319565 -0.998398 2.531739 -0.300 -0.382 0.642
C -5.395638 -1.539404 1.826178 0.686 0.259 0.191
C -5.397230 -0.903054 0.656530 -1.214 -0.656 -1.279
N -4.390243 0.004647 0.648947 0.621 1.281 -1.419
C -3.733459 -0.016176 1.795026 1.393 0.037 1.898
S -2.436092 1.051681 2.276292 -0.624 -0.939 -0.326
C -4.208833 0.951321 -0.409326 1.210 -0.533 -0.951
C -5.352081 1.574463 -0.857573 -1.529 -0.567 1.644
C -5.289046 2.482394 -1.852907 0.654 1.117 -1.167
C -4.014566 2.686503 -2.441103 -2.112 1.260 -0.506
C -2.939112 1.977501 -2.021690 0.449 -0.194 0.658
N -3.005187 1.102671 -0.998786 -0.477 -0.238 0.812
H -3.185236 -0.635678 4.136257 0.303 -0.891 0.398
H -3.365063 -2.435638 3.697573 0.782 -0.566 0.024
H -4.643642 -1.580911 4.560159 0.061 0.085 -0.284
H -6.069107 -2.302482 2.165819 0.237 -0.146 0.289
H -5.966752 -1.052002 -0.244742 -0.218 -0.071 0.199
H -6.306592 1.392682 -0.319913 0.796 0.117 -0.445
H -6.210134 3.043084 -2.090427 0.852 -0.252 -0.259
H -3.878120 3.463186 -3.193836 -0.093 -0.328 0.059
H -1.986786 2.213473 -2.501356 0.021 -0.607 0.430
C -0.923731 5.610836 1.288682 -1.034 0.190 -0.539
C -0.079129 4.606164 1.956392 1.475 -0.111 0.849
N 0.462948 4.760442 3.135638 0.036 -0.730 0.098
N 1.078892 3.518066 3.440478 -1.360 2.692 -0.538
C 0.859930 2.647989 2.493668 0.102 -1.776 -0.980
S 1.270265 0.980855 2.537336 -0.292 0.868 -0.407
N 0.204243 3.340744 1.487174 0.655 -1.159 1.772
N 0.004760 2.689631 0.277117 0.197 0.754 -0.982
H -0.930751 6.556686 1.833433 0.240 -0.265 0.155
H -1.973363 5.215254 1.363653 0.773 0.435 -0.541
H -0.625948 5.861784 0.241758 -0.297 -0.556 0.717
H 1.419614 3.374060 4.372094 0.152 -0.180 0.047
H 0.896586 2.782846 -0.281653 -1.015 -0.110 0.344
H -0.758115 3.200094 -0.173500 0.267 -0.353 -0.296
Br 3.128609 4.455794 0.189596 0.186 -0.131 0.106
C 3.883533 2.684151 0.155687 -1.007 -0.152 -0.343
C 5.129636 2.451040 0.667019 0.799 1.567 0.509
C 5.552117 1.146975 0.608700 3.004 0.188 0.837
C 4.790537 0.166588 0.050942 -0.083 -1.836 -0.582
C 3.603753 0.513996 -0.546917 -1.329 0.998 0.813
N 3.116152 1.769777 -0.397131 0.122 -0.154 -0.622
C 2.682335 -0.418066 -1.329892 0.215 0.055 -0.125
O 3.013444 -0.654535 -2.486044 -0.477 -0.102 0.490
O 1.619575 -0.809930 -0.705286 0.639 0.151 -0.384
H 5.754329 3.287748 1.071785 -0.662 -1.045 -0.425
H 6.626927 0.958058 0.929183 -1.654 -0.073 -0.154
H 5.079781 -0.894731 0.057897 0.121 0.718 -0.205
C 1.663358 1.552612 -4.294668 -0.613 -0.183 -3.721
N 0.652456 0.533612 -4.214653 0.729 -0.933 -1.192
C 0.397633 -0.349848 -5.240092 -0.273 -0.314 0.889
C -0.537223 -1.324219 -5.100494 0.805 0.779 -0.412
C -1.185161 -1.340999 -3.824550 -1.283 -0.894 -0.862
N -0.895968 -0.504800 -2.852537 -0.391 -0.551 0.457
C 0.029331 0.427831 -3.045673 -0.486 0.589 1.718
O 0.278258 1.244277 -2.112343 -0.404 -0.192 -0.016
N -2.231457 -2.173543 -3.658549 -0.038 -0.340 0.479
H 1.166989 2.367530 -4.791702 0.057 0.799 -0.352
H 2.453687 1.209341 -4.962078 0.238 0.051 0.493
H 1.935713 1.895800 -3.375899 1.129 0.369 2.450
H 0.992185 -0.277569 -6.129971 0.196 0.370 -0.186
H -0.758340 -1.965693 -5.966174 -0.024 0.173 0.840
H -2.383629 -2.939469 -4.326461 0.070 0.722 0.799
H -2.635527 -2.196680 -2.709309 0.333 -0.337 -0.705
C -0.319866 -3.941633 2.218998 -0.137 2.247 -1.147
P 0.821842 -2.495341 1.896303 0.115 -0.983 -0.452
C 1.334669 -2.271939 3.617194 0.904 1.130 0.528
C 2.319275 -3.328414 1.170362 -0.061 0.345 0.526
C 2.231571 -4.495597 0.413316 -0.254 -0.014 0.787
C 3.375673 -5.156653 -0.008819 -0.367 1.426 0.155
C 4.630688 -4.592668 0.166754 -1.757 0.462 0.355
C 4.717312 -3.396716 0.880575 0.467 -0.699 -0.183
C 3.583101 -2.796433 1.440392 0.486 0.393 0.007
H -0.752840 -4.252336 1.267486 0.051 -0.297 0.310
H -1.084091 -3.408597 2.775517 -0.499 -0.281 0.164
H 0.118948 -4.684382 2.820362 0.605 -1.083 0.530
H 1.635459 -3.226648 4.004844 0.523 -0.371 0.317
H 0.517569 -1.935832 4.219700 -1.031 0.081 0.182
H 2.069073 -1.460906 3.844138 -0.126 -0.879 -0.606
H 1.257313 -4.960921 0.283530 0.159 0.086 -0.235
H 3.219983 -6.034087 -0.551682 0.120 -1.414 -0.742
H 5.448345 -5.089982 -0.281061 1.021 -0.177 -0.131
H 5.745181 -3.057190 0.964249 -0.272 0.618 0.493
H 3.685437 -1.904959 2.096015 -0.034 -0.634 -0.647
Cl -2.024677 -2.360758 -0.168148 -0.341 0.114 -0.054
```
Positions in Å, forces in eV/Å.

As for the LUMO energy: -2.32 eV. Its charge is +1.

# 2
C31H36BrClLaN11O3PS2 | ωB97M-V with the def2-TZVPD basis set

```
87
Properties=species:S:1:pos:R:3:forces:R:3
La 0.113768 -0.021612 0.270263 -0.186 -1.025 -0.159
C 4.087491 -3.028610 2.046815 0.812 1.590 2.811
N 4.098384 -2.526070 0.723826 0.099 -1.058 -0.719
C 4.254087 -3.364691 -0.401430 -0.908 1.333 -0.076
C 3.884093 -2.618647 -1.462948 1.136 -1.745 0.508
N 3.632764 -1.391118 -1.011024 -1.677 3.020 -0.052
C 3.608788 -1.346810 0.341343 0.544 -0.135 -0.072
S 3.056155 -0.059921 1.274223 0.115 0.692 0.392
C 3.323881 -0.228887 -1.805861 1.197 0.416 -0.598
C 4.461006 0.434827 -2.373486 -0.922 -0.879 1.236
C 4.256726 1.581774 -3.139732 0.731 -2.016 0.727
C 2.974868 1.848017 -3.438369 -3.349 1.274 0.162
C 1.887659 1.213870 -2.767310 1.454 -0.321 -0.278
N 2.036434 0.172304 -1.918629 1.359 0.548 -0.586
H 3.495412 -3.854615 2.135627 -1.619 -2.551 -0.409
H 3.562132 -2.368536 2.794391 0.874 0.043 -1.149
H 5.063381 -3.323378 2.471190 -0.129 0.540 -0.557
H 4.355841 -4.416250 -0.400495 0.390 -0.668 0.533
H 3.715430 -2.920660 -2.453054 0.075 -0.137 -1.096
H 5.471070 0.069908 -2.110146 -0.795 0.203 -0.203
H 5.093008 2.128120 -3.480803 0.622 0.606 -0.534
H 2.657713 2.686848 -4.068471 0.415 -0.299 0.126
H 0.900967 1.615756 -2.890648 -0.327 -0.125 -0.077
C 3.085362 5.172777 -0.103554 1.096 -0.412 0.565
C 2.372503 4.601711 1.065974 0.565 1.968 1.778
N 2.421034 5.111119 2.302915 -0.259 -0.742 -2.341
N 1.604808 4.268090 3.005377 0.343 1.246 1.240
C 1.098851 3.278447 2.302559 -0.531 -0.643 -1.326
S 0.055791 2.030139 2.670061 -0.239 -0.319 0.420
N 1.588464 3.510979 1.039336 0.279 -0.251 0.532
N 1.452972 2.665499 -0.053123 -0.356 0.133 -0.400
H 3.285917 6.210795 0.092856 0.356 0.357 0.376
H 2.535733 5.204116 -1.019465 -0.587 -0.526 -0.514
H 4.050087 4.632803 -0.231892 -0.531 0.398 -0.135
H 1.353280 4.600824 3.937893 0.016 -0.752 -0.471
H 2.329796 2.731844 -0.568556 0.004 -0.432 0.149
H 0.743323 3.087100 -0.660779 -0.274 -0.074 0.006
Br -0.098438 6.746797 -0.254334 -0.466 -0.363 -0.170
C -1.574212 5.533556 -0.604411 0.983 0.813 0.517
C -2.836463 6.037842 -0.667245 -2.116 -1.290 -0.646
C -3.811209 5.022177 -0.935873 -0.479 2.407 0.110
C -3.534977 3.708165 -1.072188 1.026 -0.383 0.618
C -2.214863 3.361869 -0.857801 0.359 -0.441 -1.647
N -1.261231 4.262412 -0.707164 0.734 -0.149 0.367
C -1.712799 1.939113 -0.939309 1.386 0.298 0.976
O -2.111543 1.173900 -0.054047 -1.313 -0.810 0.868
O -0.702553 1.616598 -1.623403 0.022 0.590 -0.707
H -3.195860 7.071112 -0.607947 0.723 -0.442 0.117
H -4.839097 5.322996 -1.056264 -0.177 0.269 -0.016
H -4.268890 2.976400 -1.295149 -0.575 -0.489 -0.053
C -3.681894 -2.775567 3.110786 -0.035 0.013 0.179
N -2.381041 -2.101874 3.399106 -0.870 -1.370 2.030
C -1.882525 -2.299279 4.682664 0.390 0.422 -1.213
C -0.687060 -1.802395 5.039315 0.513 -0.678 1.612
C 0.126503 -1.190059 4.052565 -1.581 0.684 0.192
N -0.334179 -1.062102 2.838199 -0.485 -0.043 -1.585
C -1.574893 -1.551994 2.451811 0.520 0.386 0.110
O -1.967013 -1.443622 1.290966 0.566 0.534 -0.303
N 1.273012 -0.637794 4.418050 1.340 0.532 -0.611
H -3.594370 -3.849957 3.352712 -0.146 0.613 0.177
H -3.881959 -2.723329 2.075069 0.231 0.060 -1.302
H -4.598897 -2.303077 3.539520 1.163 -0.206 0.395
H -2.463665 -2.944781 5.303038 -0.454 0.073 0.462
H -0.251607 -1.905799 6.054509 -0.659 -0.192 -0.776
H 1.411453 -0.348073 5.361876 -0.042 -0.240 0.511
H 1.773013 -0.065930 3.743975 -0.200 -0.264 -0.084
C -0.571729 -2.794415 -3.466403 -0.371 -2.052 1.268
P -1.438750 -1.758632 -2.250373 -0.470 1.613 -0.290
C -2.476991 -0.523296 -3.168569 0.676 -0.567 -1.237
C -2.718553 -2.887531 -1.735728 0.856 -1.309 2.347
C -2.309128 -3.705800 -0.652984 -0.598 -1.412 0.412
C -3.138901 -4.762801 -0.168840 1.554 0.567 -0.421
C -4.365957 -5.013634 -0.728184 -0.871 2.146 -1.777
C -4.799299 -4.150239 -1.790105 -0.623 -0.178 -0.492
C -3.977998 -3.088797 -2.253793 -1.197 -1.296 -0.119
H 0.016922 -3.465011 -2.810519 0.151 0.423 -0.102
H 0.101944 -2.295323 -4.090496 0.963 0.965 -0.977
H -1.140921 -3.552690 -4.018071 -0.446 0.689 -0.166
H -3.001863 -0.972438 -4.051490 0.478 0.543 0.687
H -1.853408 0.331708 -3.452467 -0.031 -0.329 -0.319
H -3.189309 -0.106494 -2.489241 -0.645 0.006 0.591
H -1.322968 -3.648030 -0.143182 -0.723 0.425 -0.789
H -2.690531 -5.454191 0.550766 -0.367 0.355 0.066
H -5.061139 -5.730519 -0.362123 -0.145 -0.762 0.176
H -5.800343 -4.338661 -2.354586 1.866 0.369 1.348
H -4.329856 -2.482520 -3.077321 -0.088 -0.001 -0.017
Cl 0.977061 -2.755890 0.359831 -0.115 0.208 -0.119
```
Positions in Å, forces in eV/Å.

As for the LUMO energy: -2.20 eV. Its charge is +1.

# 3
C31H36BrF6KN8O6S2Se | ωB97M-V with the def2-TZVPD basis set

```
92
Properties=species:S:1:pos:R:3:forces:R:3
K -0.314423 -0.365375 0.523339 3.084 0.954 -2.179
O 3.361505 -3.096026 -2.176786 -0.031 -0.324 0.599
C 4.377212 -2.345208 -1.844067 -0.193 -0.019 -0.304
C 5.707872 -2.805305 -1.988284 0.087 -0.058 0.012
C 6.793147 -1.997532 -1.712638 0.005 0.019 -0.006
C 6.612693 -0.686390 -1.284825 0.080 0.124 0.005
C 5.317841 -0.216827 -1.119206 -0.037 -0.062 0.094
C 4.212146 -1.014226 -1.366480 -0.125 -0.035 0.060
C 2.826565 -0.445522 -1.088628 0.050 0.153 0.013
O 1.811557 -1.167888 -1.713803 0.025 0.302 0.385
N 2.604922 -0.411951 0.372084 -0.017 -0.297 0.014
N 2.097111 0.668493 0.929108 0.554 0.564 0.132
C 1.739328 0.654975 2.164051 0.429 -0.539 -0.007
C 1.185051 1.818485 2.808826 -0.281 0.520 0.151
Br 0.380402 3.079595 1.628404 -0.051 0.025 0.050
C 1.113881 2.068589 4.124897 -0.061 -0.031 -0.293
C 1.791225 1.317405 5.180889 0.175 -0.174 0.193
C 1.239260 1.297863 6.466939 -0.030 -0.011 -0.111
C 1.856594 0.614287 7.499147 0.046 -0.053 0.066
C 3.053928 -0.052934 7.279241 -0.010 -0.008 0.018
C 3.634158 -0.013800 6.019406 0.006 -0.053 0.062
C 3.015098 0.664836 4.982909 -0.062 0.108 0.026
H 2.235665 -2.064094 -1.868106 0.002 -0.085 -0.445
H 5.849546 -3.820629 -2.342680 -0.038 0.007 -0.008
H 7.799627 -2.382659 -1.842589 -0.013 -0.036 -0.016
H 7.461535 -0.040603 -1.096032 -0.003 -0.013 0.023
H 5.152063 0.797519 -0.767436 0.004 0.014 -0.014
H 2.777037 0.603411 -1.394227 -0.022 -0.003 0.021
H 2.362717 -1.314916 0.789324 0.175 0.092 0.047
H 1.793463 -0.257882 2.762838 0.063 0.037 0.005
H 0.491760 2.891037 4.454869 0.047 0.050 -0.038
H 0.304357 1.815902 6.645562 -0.012 -0.017 -0.023
H 1.404737 0.591607 8.483450 -0.033 0.032 -0.022
H 3.531403 -0.592062 8.088087 0.017 0.004 -0.016
H 4.579579 -0.512911 5.845289 -0.002 0.013 -0.024
H 3.501454 0.723880 4.018975 -0.017 -0.022 -0.024
C -2.460628 -2.686316 -2.830723 0.061 0.126 0.065
N -1.168455 -3.188314 -2.396072 0.096 -0.026 -0.075
C -0.190129 -3.390460 -3.461020 0.047 -0.003 0.068
C -0.765698 -2.971526 -1.097833 -0.379 -0.030 -0.068
N -1.446118 -2.372797 -0.194562 -0.128 -0.886 -0.703
N 0.462287 -3.554625 -0.803681 0.260 -0.181 0.069
C 1.157346 -3.607869 0.394055 -0.199 0.153 0.090
N 2.174445 -4.560599 0.344759 0.343 -0.068 -0.569
N 0.864985 -2.873259 1.394830 0.007 0.054 -0.167
H -2.800651 -3.296928 -3.667497 0.004 0.028 -0.012
H -2.408499 -1.639312 -3.152175 0.000 0.003 0.008
H -3.195208 -2.781715 -2.033766 -0.035 -0.060 -0.029
H 0.055191 -4.451121 -3.587888 0.046 0.024 -0.009
H 0.720867 -2.816464 -3.287578 0.008 -0.019 -0.047
H -0.613199 -3.026126 -4.393926 -0.010 0.023 0.003
H -2.351215 -2.043863 -0.505254 0.127 -0.047 -0.329
H 0.943121 -4.001651 -1.564879 -0.037 -0.048 -0.064
H 2.750879 -4.425619 -0.498230 -0.127 -0.082 0.146
H 2.757500 -4.523623 1.165846 0.049 0.098 0.027
H 1.412520 -3.111079 2.216114 0.127 -0.077 -0.054
F -2.305106 -3.149095 4.833446 -0.015 0.139 -0.106
C -2.810737 -2.130031 4.105077 0.023 -0.110 0.095
F -4.148966 -2.237780 4.163239 0.166 -0.013 -0.028
F -2.462776 -0.998915 4.729399 -0.067 -0.090 -0.091
S -2.151493 -2.207668 2.322056 -0.733 -0.261 2.419
O -1.118666 -1.204953 2.408877 -0.562 -0.910 1.627
O -1.905380 -3.607252 2.229979 -0.177 -0.068 -0.399
N -3.433091 -1.682206 1.548114 0.466 -0.017 -0.143
S -3.417256 -0.109612 1.400239 -1.436 0.631 -0.390
O -2.377586 0.431782 0.563741 -1.869 0.709 -0.089
O -3.734581 0.610141 2.596186 -0.054 0.132 0.162
C -4.925423 0.006878 0.318223 0.056 -0.357 -0.056
F -6.019216 -0.454799 0.940213 0.160 0.033 -0.059
F -4.730062 -0.725546 -0.791367 -0.129 0.155 0.131
F -5.163556 1.264995 -0.048660 0.165 -0.041 0.122
C -3.888515 6.548758 -4.741249 0.055 -0.123 -0.047
C -3.136998 5.240534 -4.706628 -0.054 0.102 0.048
C -1.753518 5.196464 -4.804271 0.015 0.026 0.007
C -1.051214 3.995648 -4.805642 -0.163 0.090 0.000
C 0.446279 4.015543 -4.897936 -0.046 0.051 -0.021
C -1.748866 2.773282 -4.712194 0.022 -0.293 -0.013
Se -0.799462 1.123821 -4.771925 0.045 -0.139 0.078
C -3.153929 2.809855 -4.578583 -0.011 0.252 -0.031
C -3.969148 1.559233 -4.394971 0.042 0.048 -0.080
C -3.813614 4.034820 -4.585750 0.001 -0.031 -0.031
H -3.227671 7.384901 -4.505386 -0.018 0.020 0.002
H -4.709710 6.547119 -4.021091 -0.011 0.043 -0.006
H -4.317513 6.730573 -5.732212 -0.021 0.056 0.023
H -1.200829 6.130963 -4.877989 0.018 -0.014 0.003
H 0.825493 5.041057 -4.931334 -0.041 0.007 -0.001
H 0.777449 3.476318 -5.787683 0.055 -0.042 0.038
H 0.881803 3.495049 -4.043107 0.047 -0.039 -0.044
H -4.057942 1.321764 -3.330590 0.014 -0.078 -0.012
H -3.478642 0.717103 -4.879174 -0.005 -0.034 0.005
H -4.974160 1.686574 -4.807361 -0.017 0.036 0.072
H -4.898056 4.048803 -4.492150 0.004 -0.027 0.016
```
Positions in Å, forces in eV/Å.

As for the LUMO energy: 3.64 eV. Its charge is -2.

no.,orbital gap (eV),E_HOMO (eV)
1,7.996,-10.31
2,7.998,-10.20
3,4.855,-1.21